w) This record from OMol25 describes C14H14N2O4S in the gas phase. The level of theory is ωB97M-V with the def2-TZVPD basis set.

SMILES string: COc1ccccc1NS(=O)(=O)c1ccc(C(N)=O)cc1
HOMO-LUMO gap in eV: 8.8
E_HOMO in eV: -8.685

```
35
C14H14N2O4S ωB97M-V with the def2-TZVPD basis set
O 2.71 -0.02 2.46
N -3.41 3.13 -0.74
H 1.94 1.85 0.72
N 1.91 -1.51 0.61
H -4.02 3.67 -1.34
H -2.86 0.73 0.40
C 0.89 1.63 0.65
H 0.16 1.07 -2.78
O -1.75 3.20 -2.27
O 0.81 -1.53 2.89
C 0.37 0.54 1.32
C 0.80 -1.90 -0.16
C -1.82 1.00 0.49
H 1.11 -0.10 -3.75
C -2.16 2.86 -1.18
H 0.42 3.25 -0.69
C 1.11 0.53 -2.86
H 2.58 -0.97 0.07
O 1.38 -0.22 -1.70
H -2.32 -2.87 -2.18
H 1.93 1.25 -2.93
H 0.21 -3.38 1.23
H -3.70 2.93 0.19
H -1.80 -4.04 -0.07
H -0.87 -1.08 -3.00
C -1.16 -3.26 -0.43
C -0.03 -2.90 0.30
S 1.51 -0.66 2.01
C -1.31 2.08 -0.22
H -1.32 -0.64 1.79
C 0.51 -1.22 -1.36
C 0.04 2.41 -0.13
C -1.44 -2.60 -1.61
C -0.62 -1.59 -2.08
C -0.97 0.22 1.26
```

***

x) This record from OMol25 describes C14H14N2O4S in the gas phase. The level of theory is ωB97M-V with the def2-TZVPD basis set.

SMILES string: COC(=O)CSC1=C(C#N)[C@@H](c2ccc(C)o2)CC(=O)N1
HOMO-LUMO gap in eV: 8.7
E_HOMO in eV: -8.308

```
35
C14H14N2O4S ωB97M-V with the def2-TZVPD basis set
C 3.61 -0.51 -0.91
O -3.21 0.91 0.72
O -4.56 -0.55 -0.31
O 1.96 3.00 1.28
C -3.58 0.34 -0.26
H 4.71 1.23 -1.45
H 3.87 0.45 -2.79
H -5.26 -0.07 1.58
H -3.75 1.00 -2.30
H 1.77 0.83 2.67
C -0.42 -0.11 0.18
C 4.43 0.26 -1.87
H -6.12 -1.37 0.69
C -1.23 -1.21 -0.07
S -1.60 1.67 -1.66
C 3.73 -1.77 -0.40
N 0.40 2.10 -0.05
H 0.44 2.92 -0.65
C -5.15 -0.93 0.93
O 2.52 0.10 -0.38
C -0.49 1.10 -0.40
C 2.64 -1.95 0.49
C 0.93 0.93 1.99
C -3.00 0.53 -1.65
C 1.19 2.10 1.07
C 0.70 -0.35 1.20
H 5.33 -0.30 -2.12
H 2.42 -2.82 1.07
H 0.03 1.17 2.57
N -1.87 -2.16 -0.22
H -2.72 -0.43 -2.08
H 4.49 -2.48 -0.64
H -4.51 -1.68 1.41
H 0.41 -1.16 1.87
C 1.94 -0.78 0.47
```

***

The structure with the greatest stability is w).

***

w) This record from OMol25 describes a 4-piece molecular cluster, C2H12N2O3 overall. The level of theory is ωB97M-V with the def2-TZVPD basis set.

SMILES string: [H]/N=C\NC.O.O.O
HOMO-LUMO gap in eV: 9.9
E_HOMO in eV: -9.238

```
19
C2H12N2O3 ωB97M-V with the def2-TZVPD basis set
H 2.12 1.31 1.69
H 0.62 1.78 -2.17
H 2.80 -4.46 5.01
H 1.48 3.16 -1.56
H 0.33 0.28 -0.47
H -5.55 -0.52 -1.05
C 1.65 2.14 -1.97
H 2.94 1.52 -0.48
H 2.43 2.23 -2.72
N 2.08 1.19 -0.90
N 1.41 0.72 1.27
O -4.96 -1.18 -0.69
H 1.62 -4.09 4.15
H -2.78 0.11 -1.43
C 1.12 0.84 0.04
H -5.33 -1.98 -1.07
H -1.92 0.91 -0.58
O 2.15 -4.86 4.43
O -2.21 0.89 -1.50
```

***

x) This record from OMol25 describes a 4-piece molecular cluster, C2H12N2O3 overall. The level of theory is ωB97M-V with the def2-TZVPD basis set.

SMILES string: C/N=C\N.O.O.O
HOMO-LUMO gap in eV: 8.8
E_HOMO in eV: -8.305

```
19
C2H12N2O3 ωB97M-V with the def2-TZVPD basis set
N -0.81 -1.97 -0.36
O 1.45 4.23 -1.02
H -0.30 -1.97 1.80
C 0.12 -1.89 0.76
C -2.07 -1.53 -0.18
H 0.91 -2.73 0.58
O 3.37 -0.57 1.63
H 0.51 3.79 -1.04
H 2.93 0.33 1.50
H -3.53 -0.53 0.78
N -2.48 -0.56 0.66
O -0.33 1.06 -1.99
H 0.74 -1.02 0.41
H 1.55 4.87 -1.71
H -2.91 -2.17 -0.52
H -1.82 0.05 1.18
H -0.09 0.19 -1.63
H -1.30 1.13 -1.80
H 4.08 -0.71 0.95
```

***

The structure with the greatest stability is w).

***

w) This record from OMol25 describes a 4-piece molecular cluster, C2H12N2O3 overall. The level of theory is ωB97M-V with the def2-TZVPD basis set.

SMILES string: C/N=C\N.O.O.O
HOMO-LUMO gap in eV: 9.3
E_HOMO in eV: -8.832

```
19
C2H12N2O3 ωB97M-V with the def2-TZVPD basis set
H -1.96 -2.56 1.27
N -2.22 -0.64 1.46
H -1.99 0.32 1.63
H -2.81 -0.86 2.27
H 1.53 -1.07 -0.15
H 1.04 0.14 -2.69
H 1.90 1.97 2.10
H 0.43 -0.01 -0.73
C -1.51 -1.64 0.82
N -0.39 -1.71 0.24
H -0.55 1.55 -1.41
C 0.57 -0.64 0.23
H 0.73 1.30 2.80
H 0.67 2.11 -2.32
H 0.59 -0.06 1.15
O 1.68 1.43 2.87
O 0.91 0.21 -3.65
O 0.36 1.86 -1.44
H 0.89 -0.64 -4.09
```

***

x) This record from OMol25 describes a 4-piece molecular cluster, C2H12N2O3 overall. The level of theory is ωB97M-V with the def2-TZVPD basis set.

SMILES string: N/C=C/N.O.O.O
HOMO-LUMO gap in eV: 8.3
E_HOMO in eV: -7.645

```
19
C2H12N2O3 ωB97M-V with the def2-TZVPD basis set
O -1.89 -2.00 1.92
H -1.17 -2.52 2.30
C 0.96 1.35 0.82
H 0.03 -0.17 1.86
O 2.50 -4.70 -1.32
C 0.48 2.38 1.50
H -3.01 0.82 -4.49
N 1.06 3.66 1.58
H 2.19 -3.98 -0.76
H 1.71 1.34 0.03
N 0.39 0.03 0.94
H 0.45 4.38 1.92
O -2.39 0.90 -5.22
H -0.42 2.23 2.07
H -2.53 0.08 -5.72
H 1.59 3.89 0.76
H -2.70 -2.34 2.33
H -0.37 -0.14 0.30
H 3.14 -5.22 -0.81
```

***

The structure with the greatest stability is x).

***

w) This record from OMol25 describes C5H3N in the gas phase. The level of theory is ωB97M-V with the def2-TZVPD basis set.

HOMO-LUMO gap (spin up / spin down) in eV: 7.8 / 7.7
Multiplicity: 3
E_HOMO (spin up / spin down) in eV: -7.302 / -9.188

```
9
C5H3N ωB97M-V with the def2-TZVPD basis set
H -0.81 -2.06 0.43
C -0.43 -1.03 0.25
H -0.44 -0.34 -1.90
C 0.85 0.72 -0.37
C 0.69 0.92 1.37
C -0.39 0.05 -0.81
H -1.24 0.79 -0.63
C 0.07 -0.29 1.29
N 1.69 1.22 0.37
```

***

x) This record from OMol25 describes C5H3N in the gas phase. The level of theory is ωB97M-V with the def2-TZVPD basis set.

HOMO-LUMO gap (spin up / spin down) in eV: 6.4 / 7.9
Multiplicity: 3
E_HOMO (spin up / spin down) in eV: -6.349 / -10.592

```
9
C5H3N ωB97M-V with the def2-TZVPD basis set
C 0.77 1.20 -0.90
C -0.99 -1.18 1.00
H 1.10 1.95 -1.65
N -0.86 -1.77 2.31
H 1.34 1.11 0.05
H -0.58 0.03 -1.99
C -0.69 -0.61 -0.06
C 0.12 -0.96 2.26
C -0.21 0.23 -1.02
```

***

The structure with the greatest stability is x).

***

w) This record from OMol25 describes a 2-piece molecular cluster, C5H12NO3 overall. The level of theory is ωB97M-V with the def2-TZVPD basis set.

Total charge: -1
HOMO-LUMO gap in eV: 7.6
E_HOMO in eV: -3.690

```
21
C5H12NO3 ωB97M-V with the def2-TZVPD basis set
H 0.94 2.10 -1.70
H 1.90 1.49 1.05
H -1.25 -1.71 -0.60
H -2.82 2.26 0.18
N 1.18 -0.34 0.73
C 1.63 -1.55 0.43
H 2.78 -1.70 0.31
C 0.57 1.52 -0.78
H 2.60 0.65 -0.57
H 0.06 0.62 -1.24
C -0.56 2.41 -0.13
H -0.31 -2.89 -0.77
H -0.55 3.21 -0.81
H -0.87 0.13 1.17
O -1.88 0.52 0.86
H -2.19 1.11 -1.14
C -2.00 1.54 -0.12
O 0.86 -2.49 0.56
H -0.61 2.61 0.96
C 1.77 0.94 0.10
O -1.03 -2.36 -1.28
```

***

x) This record from OMol25 describes a 2-piece molecular cluster, C5H12NO3 overall. The level of theory is ωB97M-V with the def2-TZVPD basis set.

Total charge: -1
HOMO-LUMO gap in eV: 8.0
E_HOMO in eV: -4.338

```
21
C5H12NO3 ωB97M-V with the def2-TZVPD basis set
C 0.92 2.16 -0.40
H 0.13 0.41 2.65
N 1.31 0.92 -1.11
H 0.35 -2.13 -1.24
H -0.03 -2.32 1.21
H 1.17 0.78 -2.08
C -0.06 -1.15 -0.71
H 2.12 -0.80 -0.29
H -1.94 -1.19 -1.47
C 1.12 -0.24 -0.27
O -0.32 1.13 3.20
H -0.88 -0.21 -2.53
O 1.05 3.16 -1.14
H -1.72 -2.08 0.67
C -0.73 -1.67 0.73
H 1.07 0.10 0.78
O 0.52 2.07 0.77
H -1.49 0.47 -1.05
C -1.20 -0.43 -1.57
H -0.51 1.76 2.44
H -0.88 -0.75 1.38
```

***

The structure with the greatest stability is x).

***

w) This record from OMol25 describes C5H15N3O in the gas phase. The level of theory is ωB97M-V with the def2-TZVPD basis set.

SMILES string: CC[C@H](O)C(N)(N)NC
HOMO-LUMO gap in eV: 8.7
E_HOMO in eV: -7.732

```
24
C5H15N3O ωB97M-V with the def2-TZVPD basis set
C 0.54 -0.59 -0.49
H 0.25 0.38 -2.34
H 0.07 -0.77 2.18
H -2.66 1.91 0.11
N -0.35 -1.46 0.22
C 0.72 0.85 0.11
H 2.62 -0.69 -0.87
H 1.85 2.41 -0.32
N 1.82 -1.24 -0.57
O 1.66 1.55 -0.74
H -1.29 -1.90 2.02
H 1.23 0.77 1.08
C -0.52 1.74 0.29
N 0.12 -0.51 -1.85
H -1.16 -1.82 -0.28
H -1.95 0.82 -1.07
H 2.00 -2.17 -0.22
H -2.14 0.32 0.63
C -1.89 1.15 -0.03
C -0.29 -1.67 1.66
H 0.37 -2.52 1.87
H -0.41 2.67 -0.29
H -0.55 2.07 1.34
H -0.03 -1.31 -2.45
```

***

x) This record from OMol25 describes a 2-piece molecular cluster, C5H15N3O overall. The level of theory is ωB97M-V with the def2-TZVPD basis set.

SMILES string: CNC(N)(N)O.C=CC
HOMO-LUMO gap in eV: 9.7
E_HOMO in eV: -8.685

```
24
C5H15N3O ωB97M-V with the def2-TZVPD basis set
H 2.26 1.66 -0.03
H -1.03 0.63 0.99
N 1.91 0.40 2.08
H -1.26 0.80 -2.65
H 1.64 -0.70 -0.34
C -2.30 -0.09 -0.37
C -1.02 -0.26 -2.51
H 0.21 -1.55 2.64
H -1.51 -0.84 -3.30
H -0.22 -1.84 1.09
H 0.56 2.01 -0.39
N 0.94 -0.01 -0.10
H -2.62 0.91 -0.61
H 0.06 -0.39 -2.62
H -2.83 -0.61 0.42
H 2.41 -0.38 2.48
H 1.60 1.25 -1.62
C 0.74 -0.07 1.36
H 1.62 1.04 2.81
H -1.25 -1.80 -0.99
O -0.33 0.76 1.69
C 1.37 1.31 -0.56
N 0.52 -1.47 1.67
C -1.45 -0.75 -1.17
```

***

The structure with the greatest stability is x).

***

w) This record from OMol25 describes C3H7N5O in the gas phase. The level of theory is ωB97M-V with the def2-TZVPD basis set.

SMILES string: [H]/N=c1\nc(CN)[nH]n1O
HOMO-LUMO gap in eV: 9.1
E_HOMO in eV: -8.560

```
16
C3H7N5O ωB97M-V with the def2-TZVPD basis set
N -0.20 -1.40 0.17
N -2.59 -1.01 0.03
H -1.52 1.79 1.10
N 2.76 0.65 0.03
O -1.79 1.73 0.17
C 2.26 -0.76 0.00
H 2.60 -1.40 0.81
H 2.65 1.02 1.00
C 0.77 -0.56 0.00
H -2.54 -2.07 0.05
H 3.75 0.62 -0.03
N -0.97 0.70 -0.37
H 2.45 -1.28 -0.92
C -1.35 -0.64 -0.08
N 0.42 0.76 -0.15
H 0.84 1.33 -0.91
```

***

x) This record from OMol25 describes C3H7N5O as an isolated structure. The level of theory is ωB97M-V with the def2-TZVPD basis set.

HOMO-LUMO gap in eV: 9.3
E_HOMO in eV: -8.746

```
16
C3H7N5O ωB97M-V with the def2-TZVPD basis set
H -1.70 0.94 0.51
N -1.46 -2.11 0.83
H 1.91 -0.93 -1.86
N 0.41 -0.47 0.95
C -1.03 -0.98 0.47
C 1.05 0.85 0.78
N 0.77 -1.22 -0.13
O 1.24 1.72 -1.47
H -2.73 -0.11 -0.18
N -1.75 0.11 -0.07
C 1.52 -0.55 -0.94
H 1.78 0.97 1.59
H 0.39 1.72 0.82
N 1.74 0.78 -0.51
H -2.47 -2.15 0.93
H 0.33 1.44 -1.70
```

***

The structure with the greatest stability is w).

***

w) This record from OMol25 describes a 2-piece molecular cluster, N3O5S overall. The level of theory is ωB97M-V with the def2-TZVPD basis set.

Total charge: -1
HOMO-LUMO gap (spin up / spin down) in eV: 7.9 / 7.9
E_HOMO (spin up / spin down) in eV: -4.590 / -4.587

```
9
N3O5S ωB97M-V with the def2-TZVPD basis set
O 1.95 -1.05 0.85
N -0.35 0.45 1.60
N -1.26 0.91 1.13
O 0.74 1.04 -0.91
O 1.16 -1.12 -2.00
O -2.26 1.44 0.98
S 0.34 -0.30 -1.04
O -1.08 -0.38 -1.17
N 0.76 -0.99 0.57
```

***

x) This record from OMol25 describes an isolated ion of composition N3O5S and charge -1. The level of theory is ωB97M-V with the def2-TZVPD basis set.

SMILES string: O=NN=[S@](=O)([O-])[N+](=O)[O-]
Total charge: -1
HOMO-LUMO gap in eV: 7.1
E_HOMO in eV: -3.619

```
9
N3O5S ωB97M-V with the def2-TZVPD basis set
N -2.21 0.36 -0.04
O 0.03 -0.66 1.16
O 3.49 0.29 0.86
N 2.71 0.32 0.03
O -2.78 0.84 -0.98
S -0.19 -0.29 -0.23
O -2.54 0.32 1.10
O -0.39 -1.34 -1.17
N 1.88 0.16 -0.72
```

***

The structure with the greatest stability is w).

***

w) This record from OMol25 describes a 19-piece molecular cluster, H38O19 overall. The level of theory is ωB97M-V with the def2-TZVPD basis set.

HOMO-LUMO gap in eV: 10.2
E_HOMO in eV: -10.576

```
57
H38O19 ωB97M-V with the def2-TZVPD basis set
H -5.16 -1.30 -0.67
H 3.01 3.68 -1.47
H -0.88 -2.88 3.84
H 3.42 1.14 0.30
O 3.41 2.07 0.55
H -4.02 -1.17 -1.80
O 3.37 -0.51 2.66
H -0.10 0.81 -0.67
O 1.26 -2.55 3.46
O -0.22 -1.02 -4.37
O -0.81 1.41 -0.44
O -1.92 2.73 1.88
O -0.25 3.95 -0.34
H 0.05 -2.54 -2.24
O -1.80 -2.95 3.58
O 0.78 -2.46 -1.64
H -2.73 2.91 0.10
H -2.33 -1.62 -0.35
H 3.30 -0.81 -2.27
H 0.71 -1.26 -4.46
O -0.51 -4.65 -0.73
H -1.82 -2.32 2.85
H -1.02 3.01 2.05
H 3.43 -1.10 0.35
H 1.13 -0.66 0.91
H -1.95 1.82 1.57
O 2.41 4.18 -0.91
H 1.27 1.81 2.80
O -5.13 0.96 -1.34
H 1.09 -2.33 2.54
H -4.77 1.16 -2.22
O 2.99 -0.89 -3.17
O -2.93 3.31 -0.76
H 4.36 2.22 0.63
H 1.80 -1.91 3.92
H -4.47 1.57 -0.96
H -2.50 2.83 -1.47
H 3.08 -0.82 3.51
H -2.73 -2.87 -1.15
H -1.26 -4.64 -0.14
O -4.51 -1.73 -1.21
H 1.68 -2.40 -1.96
H 0.12 4.83 -0.49
H 3.62 0.41 2.62
O 2.76 -1.12 -0.32
O -1.98 -2.34 -0.88
O 0.27 -0.99 1.19
H -0.57 -3.97 -1.40
H 2.38 -0.22 -3.46
O 1.79 2.03 3.58
H 1.32 1.86 4.39
H -0.53 -1.16 -5.26
H 2.14 -1.70 0.14
H -0.47 2.32 -0.45
H -0.07 -1.66 0.57
H -1.20 3.99 -0.17
H 1.70 3.53 -0.83
```

***

x) This record from OMol25 describes a 19-piece molecular cluster, H38O19 overall. The level of theory is ωB97M-V with the def2-TZVPD basis set.

HOMO-LUMO gap in eV: 10.4
E_HOMO in eV: -10.639

```
57
H38O19 ωB97M-V with the def2-TZVPD basis set
H 3.19 -2.17 -2.83
H -4.28 2.94 1.15
H -4.35 1.75 0.26
O 1.78 -1.65 2.11
H -3.61 -2.46 2.74
H 3.25 1.96 -1.13
O 3.08 3.70 2.22
H -0.48 -2.57 -2.22
O 0.95 1.99 3.89
O -2.38 -1.10 -2.85
H 1.89 -3.16 0.07
H -4.40 -0.80 0.18
O 3.35 2.31 -0.24
O 4.33 0.12 1.08
O -2.19 -1.95 -0.09
H 1.62 1.73 1.80
H 1.61 -0.90 -0.90
H 4.03 1.71 0.11
H -0.20 1.81 -0.41
H -1.85 1.22 3.88
O -1.86 0.39 4.35
O 0.00 2.54 -1.02
H 3.89 -0.74 1.19
H -2.89 2.08 -2.99
H 0.20 2.52 4.18
H -1.56 -1.93 0.64
O 1.80 -3.89 -0.54
H 3.23 3.63 1.27
H -1.80 -1.61 -0.87
H 1.63 -0.70 1.97
H 0.70 -3.33 -1.84
H 1.77 -1.98 3.00
H -2.00 2.76 -1.91
H -4.38 -1.57 -1.18
H -2.55 -0.13 3.91
H 2.16 -4.74 -0.30
H 0.52 0.69 -4.39
H 0.84 2.19 -1.35
O -4.20 1.98 1.18
H 0.83 -1.03 -2.02
H 0.20 0.20 -2.90
H -2.14 -1.32 -3.76
O -4.76 -1.53 -0.32
H 5.08 -0.09 1.66
O 3.00 -1.23 -2.89
O 0.08 0.03 -3.84
O 0.36 -2.83 -2.62
H 1.61 1.25 0.52
O -3.43 -1.53 2.61
H -3.91 -1.17 1.89
O 0.86 -0.42 -1.26
H -1.88 -0.27 -2.95
H 2.15 3.61 2.39
O -2.90 2.62 -2.21
O 1.22 0.96 1.35
H 2.30 -1.06 -3.52
H 0.47 1.15 3.79
```

***

The structure with the greatest stability is x).

***

w) This record from OMol25 describes C3H3BrClNO in the gas phase. The level of theory is ωB97M-V with the def2-TZVPD basis set.

HOMO-LUMO gap (spin up / spin down) in eV: 6.0 / 6.0
E_HOMO (spin up / spin down) in eV: -7.374 / -7.375

```
10
C3H3BrClNO ωB97M-V with the def2-TZVPD basis set
H 1.15 0.56 -0.59
Cl 0.38 2.82 -0.52
C -0.22 -1.77 0.54
Br -0.49 -3.44 1.34
H -1.62 1.15 0.29
C -1.21 -0.83 0.60
O -2.36 -0.85 0.99
N -0.81 0.55 0.08
H 0.77 -1.60 0.16
C 0.26 1.13 -0.35
```

***

x) This record from OMol25 describes a 2-piece molecular cluster, C3H3BrClNO overall. The level of theory is ωB97M-V with the def2-TZVPD basis set.

SMILES string: O=C=NBr.C=CCl
HOMO-LUMO gap in eV: 9.0
E_HOMO in eV: -9.653

```
10
C3H3BrClNO ωB97M-V with the def2-TZVPD basis set
N 2.02 0.06 1.91
C 0.13 1.01 -0.12
C -0.43 -0.16 0.00
H -0.86 -0.30 0.91
H 0.72 1.21 -1.06
C 1.61 0.09 3.04
Br 3.31 0.81 0.82
O 1.06 -0.19 4.02
Cl -0.13 2.24 0.98
H -0.36 -0.98 -0.81
```

***

The structure with the greatest stability is w).